1.
ORCA calculation (ωB97M-V/def2-TZVPD) on a structure of composition C11H10ClNO2 at a distorted geometry.

```
! RIJCOSX wB97M-V def2-TZVPD def2/J DEFGRID3
* xyz 0 1
C -3.82 -0.19 0.33
C -3.15 -0.04 -0.88
C -3.19 -0.24 1.56
C -1.81 0.20 -0.82
C -1.82 -0.03 1.62
C -1.11 0.15 0.39
C 1.38 0.17 -0.60
C 2.58 0.05 0.02
C 0.08 2.49 0.17
C 0.42 0.54 0.40
C 3.94 -0.29 -0.34
N 1.16 0.47 1.67
O 0.37 3.28 1.03
O 2.49 0.30 1.35
Cl -0.26 3.07 -1.39
H -4.90 -0.36 0.35
H -3.80 -0.10 -1.76
H -3.85 -0.40 2.39
H -1.28 0.13 -1.81
H -1.34 -0.17 2.50
H 1.21 0.29 -1.64
H 4.02 -1.32 -0.73
H 4.58 -0.25 0.44
H 4.34 0.37 -1.14
H 0.98 1.24 2.31
*
```

Properties
**Gap between HOMO and LUMO**: 8.357 eV
**Electronic energy**: -1090.458445 hartree
**E_HOMO**: -7.8 eV

Atom charges from the Mulliken analysis, given in e for atoms 1 to 6:
1 C -0.2235
2 C -0.7125
3 C -0.6986
4 C -0.2806
5 C -0.5840
6 C 0.3624

2.
ORCA calculation (ωB97M-V/def2-TZVPD) on the molecule C11H10F3N at a distorted geometry.

```
! RIJCOSX wB97M-V def2-TZVPD def2/J DEFGRID3
* xyz 0 1
C -1.08 0.49 1.38
C -2.14 0.71 0.31
C -2.96 1.89 0.56
N -3.50 2.83 0.90
C -1.22 0.93 -1.09
C -0.06 0.04 -1.06
C 1.20 0.63 -0.85
C 2.26 -0.13 -0.50
C 2.04 -1.48 -0.39
C 0.90 -2.06 -0.67
C -0.14 -1.28 -1.07
C -2.12 0.86 -2.33
F -1.50 1.08 -3.46
F -3.15 1.77 -2.20
F -2.82 -0.29 -2.37
H -0.34 1.41 1.32
H -0.49 -0.27 1.12
H -1.47 0.45 2.48
H -2.66 -0.21 -0.03
H -0.99 2.02 -1.04
H 1.37 1.64 -1.11
H 3.27 0.17 -0.39
H 2.82 -2.11 -0.03
H 0.72 -3.11 -0.67
H -1.07 -1.77 -1.26
*
```

Properties
**Gap between HOMO and LUMO**: 10.595 eV
**SMILES**: C[C@@H](C#N)[C@@H](c1ccccc1)C(F)(F)F
**Electronic energy**: -779.475801 hartree
**E_HOMO**: -9.9 eV

Atom charges from the Mulliken analysis, given in e for atoms 1 to 6:
1 C -1.1220
2 C 0.1101
3 C 0.2086
4 N -0.4966
5 C -0.3163
6 C -0.6103

3.
ORCA calculation (ωB97M-V/def2-TZVPD) on a structure of composition C11H10MoN2OS5SbSe4.

```
! RIJCOSX wB97M-V def2-TZVPD def2/J DEFGRID3
* xyz -1 3
Mo 0.20 0.01 0.08
S 0.04 0.39 -7.26
C 0.03 0.29 -5.61
S 0.38 -1.17 -4.74
C 0.19 -0.52 -3.14
C -0.15 0.78 -3.07
S -0.44 1.55 -1.52
S -0.35 1.62 -4.57
S 0.34 -1.52 -1.70
C 2.45 -0.56 3.24
C 1.70 0.48 2.49
O 1.83 0.59 1.22
N 0.94 1.32 3.16
C 0.17 2.37 2.51
C -1.24 1.92 2.20
C -2.31 2.44 2.89
C -3.59 1.99 2.63
C -3.75 0.99 1.68
C -2.63 0.52 1.03
N -1.39 0.98 1.27
H 3.48 -0.21 3.34
H 2.43 -1.49 2.67
H 2.03 -0.74 4.23
H 0.61 0.99 4.08
H 0.69 2.68 1.60
H 0.12 3.22 3.19
H -2.12 3.17 3.67
H -4.44 2.37 3.19
H -4.71 0.55 1.46
H -2.70 -0.28 0.30
Se -3.94 -2.41 3.24
Sb -1.62 -1.89 3.64
Se -0.26 -2.09 1.51
Se -0.29 -3.35 5.17
Se -1.05 -0.12 5.27
*
```

Properties
**Gap between HOMO and LUMO (spin up / spin down)**: 6.791 / 5.864 eV
**⟨S²⟩**: 2.02
**Electronic energy**: -12515.246833 hartree
**E_HOMO (spin up / spin down)**: -5.1 / -5.0 eV

Atom charges from the Mulliken analysis, given in e for atoms 1 to 6:
1 Mo 0.4067
2 S -0.2913
3 C 0.0954
4 S -0.1000
5 C 0.1125
6 C 0.3294

4.
ORCA calculation (ωB97M-V/def2-TZVPD) on the molecule C11H10N2O at a distorted geometry.

```
! RIJCOSX wB97M-V def2-TZVPD def2/J DEFGRID3
* xyz 0 1
C 3.34 0.38 0.34
C -2.64 1.31 -0.11
C -3.08 0.05 -0.27
C -1.32 1.57 0.18
C -2.20 -1.00 -0.22
C -0.45 0.50 0.35
C -0.87 -0.81 0.11
C 1.93 -1.42 -1.03
C 0.96 0.80 0.80
C -0.03 -2.06 0.32
C 2.05 0.56 -0.24
N 4.41 0.30 0.74
N 1.13 -2.16 -0.52
O 1.99 1.37 -1.43
H -3.44 2.06 -0.05
H -4.15 0.02 -0.42
H -0.99 2.66 0.34
H -2.67 -1.99 -0.38
H 2.63 -1.66 -1.90
H 1.03 1.85 1.10
H 1.17 0.36 1.69
H 0.38 -1.91 1.29
H -0.68 -2.88 0.40
H 1.50 2.11 -1.10
*
```

Properties
**Gap between HOMO and LUMO**: 8.790 eV
**Electronic energy**: -609.779487 hartree
**E_HOMO**: -8.1 eV

Atom charges from the Mulliken analysis, given in e for atoms 1 to 6:
1 C 0.1027
2 C -0.4073
3 C -0.7150
4 C -0.8094
5 C -0.6280
6 C 1.5759

5.
ORCA calculation (ωB97M-V/def2-TZVPD) on a cluster of 2 separate species, C11H10N2O2 in total at a distorted geometry.

```
! RIJCOSX wB97M-V def2-TZVPD def2/J DEFGRID3
* xyz 0 1
C 2.45 0.18 1.68
C 2.53 -1.16 1.38
C 1.90 1.09 0.83
C -1.91 -0.85 1.00
C -2.49 0.50 1.30
C 1.94 -1.57 0.16
C 1.45 0.67 -0.42
C -1.61 -0.89 -0.31
C -2.51 1.16 0.15
C 1.30 -0.70 -0.76
C -1.72 0.91 -1.99
N -2.05 0.38 -0.84
N 0.70 -1.24 -1.84
O -1.92 1.88 -2.60
O -0.16 -0.36 -2.62
H 3.03 0.58 2.58
H 2.85 -1.87 2.16
H 2.05 2.20 1.05
H -1.79 -1.51 1.83
H -2.88 0.93 2.26
H 1.86 -2.64 0.11
H 1.01 1.41 -1.07
H -1.46 -1.60 -0.99
H -2.95 2.14 -0.03
H 0.37 0.36 -3.02
*
```

Properties
**Gap between HOMO and LUMO (spin up / spin down)**: 5.368 / 7.270 eV
**Electronic energy**: -684.923809 hartree
**E_HOMO (spin up / spin down)**: -6.7 / -7.4 eV

Atom charges from the Mulliken analysis, given in e for atoms 1 to 6:
1 C -0.2312
2 C -0.5546
3 C -0.6543
4 C -0.4334
5 C -0.4372
6 C -0.1714

6.
ORCA calculation (ωB97M-V/def2-TZVPD) on the molecule C11H10N4 at a distorted geometry.

```
! RIJCOSX wB97M-V def2-TZVPD def2/J DEFGRID3
* xyz 0 1
C -0.02 3.02 0.16
C -0.96 2.22 -0.39
C -0.58 0.80 -0.69
C -1.57 -0.20 -0.24
C -1.86 -1.43 -0.83
N -2.66 -2.23 -0.05
C -2.96 -1.51 1.00
N -2.29 -0.27 0.93
C 0.93 0.95 -0.14
C 1.76 -0.18 0.00
C 3.05 -0.30 0.45
N 3.50 -1.57 0.25
C 2.53 -2.27 -0.26
N 1.39 -1.45 -0.48
C 1.09 2.22 0.23
H -0.12 4.01 0.55
H -1.93 2.49 -0.45
H -0.36 0.55 -1.84
H -1.60 -1.75 -1.79
H -3.66 -1.62 1.81
H -2.35 0.54 1.55
H 3.66 0.46 0.92
H 2.56 -3.30 -0.62
H 0.35 -1.50 -0.66
H 2.09 2.34 0.60
*
```

Properties
**Gap between HOMO and LUMO**: 7.791 eV
**SMILES**: C1=C[C@H](c2cnc[nH]2)C(c2cnc[nH]2)=C1
**Electronic energy**: -644.117613 hartree
**E_HOMO**: -7.6 eV

Atom charges from the Mulliken analysis, given in e for atoms 1 to 6:
1 C -0.6659
2 C -1.1584
3 C 0.1744
4 C 0.1152
5 C -0.3874
6 N -0.6711

7.
ORCA calculation (ωB97M-V/def2-TZVPD) on a structure of composition C11H11AuBrO2 at a distorted geometry.

```
! RIJCOSX wB97M-V def2-TZVPD def2/J DEFGRID3
* xyz -1 3
C -2.13 -0.56 0.76
C -2.22 -0.97 2.12
C -1.89 0.14 2.96
H -2.51 -1.97 2.49
C -1.73 1.29 2.16
C -1.81 0.88 0.76
H -2.05 1.56 -0.06
H -2.60 -1.08 -0.07
H -1.90 0.11 4.04
H -1.57 2.30 2.54
Au 0.05 -0.05 -0.22
Br 2.33 -0.89 0.26
C 2.26 0.98 -2.37
C 1.20 1.79 -2.85
C 0.21 0.93 -3.42
H 1.20 2.88 -2.91
C 0.66 -0.41 -3.28
C 1.93 -0.39 -2.65
H 2.60 -1.24 -2.55
H 3.19 1.34 -1.95
H -0.66 1.25 -3.99
H 0.18 -1.31 -3.70
O 1.29 -2.87 3.00
C 1.25 -1.66 3.09
O 0.97 -0.69 3.75
H 1.75 -1.34 2.09
*
```

Properties
**Gap between HOMO and LUMO (spin up / spin down)**: 6.928 / 4.576 eV
**⟨S²⟩**: 2.02
**Electronic energy**: -3285.844589 hartree
**E_HOMO (spin up / spin down)**: -3.8 / -3.8 eV

Atom charges from the Mulliken analysis, given in e for atoms 1 to 6:
1 C -0.5140
2 C -0.6565
3 C -0.3271
4 H 0.3568
5 C -0.6949
6 C -0.4351

8.
ORCA calculation (ωB97M-V/def2-TZVPD) on the molecule C11H11BFIN2O4S.

```
! RIJCOSX wB97M-V def2-TZVPD def2/J DEFGRID3
* xyz 0 1
O 1.88 -3.38 0.91
S 1.34 -2.83 -0.28
O 1.89 -3.16 -1.55
F -0.17 -3.18 -0.32
C 1.25 -1.06 -0.15
N 0.07 -0.53 -0.16
C 0.01 0.83 -0.07
C -1.24 1.49 -0.07
C -2.55 0.75 -0.19
C -2.85 -0.32 0.86
C -4.02 -1.20 0.46
I -3.56 -2.54 -1.14
C -1.24 2.85 0.02
C -0.05 3.60 0.12
C 1.16 2.97 0.10
C 1.22 1.57 0.00
N 2.43 0.97 -0.04
C 2.48 -0.34 -0.10
B 3.93 -1.00 -0.16
O 4.66 -1.04 -1.32
O 4.47 -1.47 0.99
H -3.34 1.50 -0.12
H -2.63 0.32 -1.19
H -1.98 -0.96 1.04
H -3.11 0.15 1.82
H -4.86 -0.59 0.12
H -4.36 -1.82 1.28
H -2.19 3.36 0.03
H -0.09 4.67 0.19
H 2.08 3.53 0.17
H 4.10 -1.23 -2.09
H 5.31 -1.90 0.81
*
```

Properties
**Gap between HOMO and LUMO**: 8.465 eV
**SMILES**: O=S(=O)(F)c1nc2c(CCCI)cccc2nc1B(O)O
**Electronic energy**: -1656.960914 hartree
**E_HOMO**: -9.3 eV

Atom charges from the Mulliken analysis, given in e for atoms 1 to 6:
1 O -0.5611
2 S 1.1697
3 O -0.5885
4 F -0.1398
5 C 0.3350
6 N -0.1641

9.
ORCA calculation (ωB97M-V/def2-TZVPD) on a structure of composition C11H11Cl28O5PS at a distorted geometry.

```
! RIJCOSX wB97M-V def2-TZVPD def2/J DEFGRID3
* xyz 0 1
C -2.31 -3.46 -1.05
O -1.36 -3.26 -0.03
C -0.86 -1.96 0.00
C 0.13 -1.65 -1.13
C -0.35 -0.56 -2.09
O 0.43 0.64 -1.86
P -0.25 1.94 -2.41
O -0.19 2.08 -3.83
O -1.76 2.02 -1.93
O 0.52 3.07 -1.57
S 0.16 4.63 -2.08
H -2.00 -3.06 -2.02
H -3.28 -3.05 -0.79
H -2.45 -4.52 -1.15
H -1.62 -1.18 0.06
H -0.32 -1.88 0.94
H 0.38 -2.53 -1.69
H 1.03 -1.28 -0.68
H -1.41 -0.38 -2.00
H -0.12 -0.89 -3.09
H -1.81 2.17 -0.97
H -1.05 4.85 -1.52
C 4.51 -0.34 -0.91
Cl 3.48 -1.51 -0.08
Cl 3.61 1.15 -1.21
Cl 5.92 0.01 0.08
Cl 5.03 -1.02 -2.46
C -5.17 0.98 -1.22
Cl -4.79 2.39 -0.21
Cl -6.71 0.29 -0.71
Cl -5.24 1.47 -2.90
Cl -3.89 -0.24 -1.03
C 4.93 -5.69 -0.49
Cl 5.13 -4.14 -1.29
Cl 3.64 -6.60 -1.28
Cl 6.43 -6.61 -0.58
Cl 4.50 -5.43 1.21
C 3.92 0.69 3.85
Cl 4.39 2.09 4.80
Cl 2.37 0.04 4.42
Cl 3.76 1.15 2.16
Cl 5.16 -0.56 4.00
C 2.45 1.61 8.84
Cl 4.02 1.04 9.43
Cl 1.16 0.87 9.79
Cl 2.38 3.37 9.02
Cl 2.27 1.18 7.14
C -3.69 -0.42 -6.58
Cl -3.10 -2.00 -7.11
Cl -2.53 0.30 -5.46
Cl -3.88 0.63 -7.98
Cl -5.25 -0.61 -5.77
C -3.27 4.84 2.68
Cl -2.94 4.05 4.22
Cl -2.65 6.49 2.71
Cl -2.47 3.93 1.38
Cl -5.01 4.86 2.39
*
```

Properties
**Gap between HOMO and LUMO**: 9.558 eV
**Electronic energy**: -14426.818564 hartree
**E_HOMO**: -9.8 eV

Atom charges from the Mulliken analysis, given in e for atoms 1 to 6:
1 C -0.5716
2 O -0.4370
3 C -0.4167
4 C 0.1936
5 C 0.0672
6 O 0.1901

10.
ORCA calculation (ωB97M-V/def2-TZVPD) on a structure of composition C11H11Cl3N4O6SSr at a distorted geometry.

```
! RIJCOSX wB97M-V def2-TZVPD def2/J DEFGRID3
* xyz 0 1
Sr 0.05 -0.36 0.10
O -2.01 2.31 1.59
Cl -1.84 1.87 0.27
O -2.62 2.61 -0.65
O -0.45 1.95 -0.10
O -2.19 0.46 0.17
Cl -2.02 -2.87 0.76
C -1.12 -3.84 -0.42
Cl 0.60 -3.48 -0.34
H -1.48 -3.58 -1.41
H -1.26 -4.89 -0.18
O 2.22 -0.68 0.89
N 2.47 -0.79 2.14
N 1.43 -0.76 2.87
O 0.23 -0.61 2.38
C 1.58 -0.87 4.28
C 0.57 -0.40 5.10
C 0.71 -0.50 6.47
C 1.84 -1.07 7.02
C 2.85 -1.55 6.19
C 2.73 -1.46 4.82
H -0.31 0.04 4.64
H -0.07 -0.13 7.12
H 1.95 -1.15 8.09
H 3.73 -2.01 6.62
H 3.49 -1.84 4.16
S -0.41 -0.41 -2.90
C -2.06 -0.50 -2.69
N -2.80 0.64 -2.84
C -4.12 0.70 -2.61
C -4.78 -0.44 -2.26
C -4.00 -1.60 -2.14
N -2.70 -1.64 -2.35
H -2.29 1.50 -3.00
H -4.58 1.67 -2.69
H -5.84 -0.45 -2.06
H -4.46 -2.54 -1.85
*
```

Properties
**Gap between HOMO and LUMO**: 7.470 eV
**Electronic energy**: -2905.482057 hartree
**E_HOMO**: -8.2 eV

Atom charges from the Mulliken analysis, given in e for atoms 1 to 6:
1 Sr 1.5885
2 O -0.6039
3 Cl 2.0066
4 O -0.6890
5 O -0.8972
6 O -0.7632

11.
ORCA calculation (ωB97M-V/def2-TZVPD) on the molecule C11H11ClO3 at a distorted geometry.

```
! RIJCOSX wB97M-V def2-TZVPD def2/J DEFGRID3
* xyz 0 1
C -3.42 -0.16 0.50
C -2.21 -0.74 -0.19
C -2.26 -1.99 -0.81
C -1.13 -2.49 -1.45
C 0.03 -1.74 -1.47
C 0.09 -0.49 -0.86
C 1.37 0.32 -0.93
C 2.05 0.58 0.41
O 1.26 0.71 1.58
C 2.09 1.33 2.47
O 2.02 1.30 3.64
O 3.09 1.99 1.79
C 2.65 1.99 0.43
Cl 1.43 3.31 0.34
C -1.03 0.01 -0.21
H -3.22 0.02 1.55
H -3.68 0.79 0.04
H -4.29 -0.80 0.39
H -3.19 -2.53 -0.80
H -1.19 -3.45 -1.94
H 0.89 -2.15 -1.98
H 1.19 1.25 -1.47
H 2.08 -0.24 -1.53
H 2.95 -0.02 0.54
H 3.42 2.22 -0.29
H -1.00 0.97 0.27
*
```

Properties
**Gap between HOMO and LUMO**: 9.741 eV
**SMILES**: Cc1cccc(C[C@@H]2OC(=O)O[C@@H]2Cl)c1
**Electronic energy**: -1111.682101 hartree
**E_HOMO**: -9.2 eV

Atom charges from the Mulliken analysis, given in e for atoms 1 to 6:
1 C -1.4033
2 C 0.7385
3 C -0.7252
4 C -0.6834
5 C -0.8789
6 C 0.7415

12.
ORCA calculation (ωB97M-V/def2-TZVPD) on a structure of composition C11H11F6N2O9S3V at a distorted geometry.

```
! RIJCOSX wB97M-V def2-TZVPD def2/J DEFGRID3
* xyz -1 4
V -0.75 0.43 -1.22
F 1.11 4.67 -2.36
C -0.20 4.56 -2.50
F -0.80 5.28 -1.56
F -0.56 5.03 -3.70
S -0.65 2.79 -2.37
O -0.51 2.49 -0.92
O 0.18 2.15 -3.34
N -2.21 2.86 -2.77
S -3.26 2.07 -1.90
O -4.60 2.28 -2.33
O -2.84 0.66 -1.67
C -3.31 2.80 -0.15
F -2.71 2.01 0.73
F -2.75 4.01 -0.12
F -4.58 2.92 0.19
C 1.58 -3.73 4.43
C 1.71 -2.70 3.35
C 0.59 -2.20 2.70
C 0.70 -1.26 1.69
C 1.96 -0.81 1.30
C 3.09 -1.30 1.94
C 2.96 -2.23 2.95
S 2.16 0.43 0.04
O 1.75 1.68 0.62
O 3.52 0.29 -0.41
N 1.12 0.04 -1.11
C 1.44 -1.12 -1.98
C 0.26 -2.09 -1.93
O 0.36 -3.25 -2.25
O -0.86 -1.52 -1.51
H 0.58 -3.72 4.87
H 2.31 -3.56 5.23
H 1.76 -4.74 4.04
H -0.40 -2.55 2.99
H -0.19 -0.88 1.21
H 4.07 -0.94 1.62
H 3.85 -2.61 3.45
H 2.37 -1.60 -1.67
H 1.56 -0.80 -3.01
O -3.53 -2.19 -0.66
H -3.65 -1.28 -0.93
H -2.63 -2.37 -0.98
*
```

Properties
**Gap between HOMO and LUMO (spin up / spin down)**: 8.097 / 8.972 eV
**⟨S²⟩**: 3.76
**Electronic energy**: -3950.337271 hartree
**E_HOMO (spin up / spin down)**: -5.4 / -6.4 eV

Atom charges from the Mulliken analysis, given in e for atoms 1 to 6:
1 V 0.7164
2 F -0.1997
3 C 0.4382
4 F -0.2005
5 F -0.2136
6 S 1.3478